Here is 14 unconnected molecules or ions with the total composition C41H65N15O4 in a non-equilibrium geometry from OMol25. Energies are from ωB97M-V with the def2-TZVPD basis set.

Output
M: 832.072 g mol⁻¹
Multiplicity: 1
LUMO level: 0.24 eV
E_HOMO: -9.1 eV

Structure (XYZ):
```
125
C41H65N15O4 | OMol25 | ωB97M-V with the def2-TZVPD basis set
C 5.624 -5.478 -2.898
C 4.213 -4.706 -3.267
O 3.459 -5.140 -4.306
O 3.748 -3.556 -2.426
C 2.472 -4.044 -1.805
C 2.087 -2.994 -0.600
C 1.793 -1.464 -1.193
C 2.979 -0.426 -0.716
C 2.344 1.092 -0.424
C 2.224 1.385 1.203
C 0.668 1.918 1.488
C 0.809 3.578 1.515
O -0.139 4.481 1.837
N 2.272 3.830 1.108
C 3.025 2.692 1.829
C 4.655 2.794 1.656
C 5.522 1.875 2.700
O 5.974 0.677 2.239
N 5.920 2.237 4.113
C 5.025 1.608 5.158
C 6.107 3.725 4.313
H 5.745 -5.642 -1.726
H 5.605 -6.521 -3.461
H 6.544 -4.859 -3.276
H 1.629 -4.161 -2.628
H 2.656 -5.149 -1.393
H 3.025 -2.931 0.109
H 1.170 -3.319 0.051
H 0.712 -1.159 -0.862
H 1.764 -1.543 -2.380
H 3.576 -0.814 0.229
H 3.706 -0.308 -1.648
H 1.263 1.061 -0.927
H 2.943 1.931 -1.002
H 2.224 0.377 1.810
H 0.096 1.459 2.413
H -0.121 1.779 0.619
H 2.617 4.797 1.299
H 2.675 2.821 2.948
H 4.896 2.373 0.565
H 4.962 3.932 1.625
H 4.531 0.637 4.680
H 5.729 1.219 6.039
H 4.251 2.334 5.651
H 7.074 4.033 3.696
H 6.398 3.909 5.454
H 5.175 4.382 4.052
C -2.787 6.090 0.184
C -3.348 6.515 -1.164
N -3.812 6.868 -2.281
H -2.072 5.274 0.049
H -2.280 6.934 0.660
H -3.598 5.749 0.834
C -6.112 2.778 1.450
C -5.225 3.879 2.008
N -4.489 4.792 2.471
H -6.433 2.113 2.256
H -6.995 3.215 0.976
H -5.560 2.196 0.706
C 3.294 -9.365 -3.592
C 4.186 -9.511 -2.370
N 4.926 -9.631 -1.356
H 2.719 -10.282 -3.745
H 2.602 -8.530 -3.451
H 3.905 -9.176 -4.479
C 4.210 7.449 1.117
C 5.242 6.592 1.831
N 6.099 5.881 2.424
H 4.403 8.507 1.314
H 4.261 7.272 0.039
H 3.207 7.197 1.472
C 2.467 1.846 -4.950
C 1.480 1.587 -3.823
N 0.662 1.373 -2.888
H 2.522 0.972 -5.605
H 2.146 2.711 -5.536
H 3.460 2.044 -4.537
C -7.158 -1.089 4.111
C -7.305 -0.420 2.754
N -7.427 0.135 1.629
H -8.122 -1.494 4.433
H -6.432 -1.904 4.049
H -6.813 -0.361 4.851
C 5.554 -10.179 2.535
C 4.348 -9.578 3.239
N 3.347 -9.080 3.822
H 6.446 -9.584 2.751
H 5.716 -11.203 2.883
H 5.387 -10.192 1.455
C 9.345 -10.607 0.872
C 8.612 -9.298 1.115
N 8.003 -8.212 1.316
H 8.662 -11.449 1.013
H 9.735 -10.632 -0.149
H 10.178 -10.703 1.574
C -0.133 0.054 -8.067
C 1.348 0.334 -8.267
N 2.576 0.565 -8.432
H -0.628 -0.045 -9.037
H -0.265 -0.873 -7.503
H -0.596 0.876 -7.514
C -11.338 -0.857 5.971
C -10.253 -1.842 6.375
N -9.353 -2.659 6.710
H -11.034 0.160 6.231
H -11.510 -0.913 4.893
H -12.270 -1.094 6.492
C -10.258 0.623 -0.517
C -11.244 0.365 0.610
N -12.063 0.150 1.545
H -10.203 -0.250 -1.172
H -10.579 1.489 -1.102
H -9.264 0.822 -0.104
C -7.016 6.153 -0.816
C -7.570 4.742 -0.918
N -8.030 3.571 -1.002
H -6.703 6.503 -1.803
H -7.783 6.828 -0.426
H -6.154 6.168 -0.143
C -6.656 5.944 -5.201
C -7.862 6.544 -4.497
N -8.863 7.042 -3.914
H -5.764 6.539 -4.985
H -6.493 4.920 -4.853
H -6.822 5.931 -6.281
```

Atom charges from the Mulliken analysis, given in e for atoms 1 to 6:
1 C -0.751
2 C 0.546
3 O -0.557
4 O -0.266
5 C -0.451
6 C -0.703



Here is 6 unconnected molecules or ions with the total composition C41H66BrN6O9P3S2 in a non-equilibrium geometry from OMol25. Energies are from ωB97M-V with the def2-TZVPD basis set.

Output
M: 1023.972 g mol⁻¹
Multiplicity: 1
LUMO level: -1.32 eV
SMILES string: C=C[C@@H](O[C@@H](CCC(=O)O)P(O)Br)[C@@H](CCCCN(CCCC)C(=S)SCCC)O[C@H]([PH2]=O)P(=O)(O)O.c1cc[nH]c1.c1cc[nH]c1.c1cc[nH]c1.c1cc[nH]c1.c1cc[nH]c1
E_HOMO: -7.9 eV

Structure (XYZ):
```
128
C41H66BrN6O9P3S2 | OMol25 | ωB97M-V with the def2-TZVPD basis set
C -4.718 1.251 3.718
C -3.978 2.332 3.009
C -3.991 2.367 1.346
O -4.389 1.041 0.848
C -3.317 0.381 0.087
C -2.291 -0.536 0.979
C -1.406 0.287 2.087
C 0.084 -0.381 2.391
O 0.300 -1.719 2.264
O 1.226 0.473 2.852
P -4.226 -0.828 -1.142
O -3.959 -0.243 -2.787
Br -3.349 -2.920 -1.050
C -4.973 3.603 0.905
C -4.214 4.390 -0.361
C -3.207 5.511 0.286
C -1.988 5.996 -0.713
C -0.938 4.700 -0.839
N 0.228 5.019 -1.748
C 1.087 3.814 -2.057
C 0.881 2.533 -1.056
C 1.967 1.300 -1.308
C 1.909 0.780 -2.868
C 1.026 6.205 -1.254
S 1.570 6.378 0.379
S 1.477 7.668 -2.392
C -0.012 8.858 -2.504
C -0.543 9.372 -1.041
C -0.526 10.996 -0.824
O -6.291 3.203 0.390
C -7.244 2.888 1.466
P -8.864 2.290 0.563
O -8.723 2.724 -0.983
P -7.790 4.419 2.508
O -9.211 4.268 3.181
O -6.628 4.502 3.849
O -7.572 5.932 1.628
H -5.508 0.520 3.207
H -4.573 1.082 4.886
H -3.384 3.151 3.642
H -2.900 2.655 0.979
H -2.663 1.091 -0.574
H -2.822 -1.418 1.555
H -1.506 -1.001 0.209
H -1.985 0.233 3.126
H -1.230 1.420 1.834
H 0.950 1.439 2.870
H -3.379 -0.966 -3.195
H -4.993 4.375 1.784
H -5.071 4.955 -0.946
H -3.718 3.648 -1.117
H -3.837 6.494 0.526
H -2.743 5.093 1.280
H -2.338 6.340 -1.775
H -1.441 6.887 -0.140
H -0.630 4.458 0.281
H -1.559 3.851 -1.354
H 2.207 4.153 -2.126
H 0.756 3.443 -3.142
H -0.186 2.048 -1.284
H 0.887 2.787 0.086
H 1.572 0.388 -0.647
H 3.037 1.572 -0.919
H 1.761 -0.397 -2.964
H 1.025 1.287 -3.462
H 2.947 1.073 -3.358
H 0.323 9.796 -3.119
H -0.925 8.342 -3.073
H -1.687 9.039 -0.968
H 0.000 8.824 -0.136
H 0.522 11.498 -0.999
H -0.970 11.235 0.258
H -1.324 11.445 -1.584
H -6.888 1.981 2.114
H -10.041 3.025 1.041
H -9.044 0.853 0.639
H -5.888 5.141 3.626
H -7.419 6.660 2.328
C 1.747 -4.541 2.388
C 0.939 -5.701 2.338
C 1.767 -6.768 2.071
N 3.047 -6.291 1.954
C 3.045 -4.935 2.151
H 1.419 -3.527 2.578
H -0.133 -5.754 2.483
H 1.556 -7.823 1.954
H 3.864 -6.853 1.753
H 3.965 -4.367 2.103
C 3.208 7.153 -6.974
C 2.902 7.597 -5.666
C 2.543 8.923 -5.756
N 2.627 9.296 -7.072
C 3.026 8.221 -7.823
H 3.526 6.160 -7.266
H 2.939 7.012 -4.756
H 2.238 9.632 -4.998
H 2.424 10.219 -7.433
H 3.148 8.309 -8.895
C 8.121 -5.792 1.923
C 8.124 -6.848 2.865
C 7.100 -7.704 2.525
N 6.477 -7.198 1.414
C 7.096 -6.035 1.037
H 8.795 -4.945 1.894
H 8.800 -6.972 3.701
H 6.762 -8.626 2.978
H 5.684 -7.618 0.946
H 6.754 -5.481 0.173
C 1.478 -11.724 0.096
C 1.607 -10.348 0.400
C 0.535 -9.699 -0.170
N -0.234 -10.634 -0.811
C 0.330 -11.873 -0.650
H 2.148 -12.521 0.390
H 2.397 -9.881 0.974
H 0.255 -8.654 -0.175
H -1.085 -10.441 -1.323
H -0.132 -12.752 -1.080
C 6.809 -12.488 1.865
C 6.242 -13.767 2.080
C 4.876 -13.632 1.982
N 4.597 -12.316 1.720
C 5.770 -11.612 1.641
H 7.861 -12.234 1.872
H 6.774 -14.687 2.285
H 4.079 -14.358 2.077
H 3.671 -11.926 1.601
H 5.766 -10.550 1.435
```

Atom charges from the Mulliken analysis, given in e for atoms 1 to 6:
1 C -0.882
2 C -0.046
3 C 1.077
4 O -0.103
5 C 0.762
6 C -0.938



Here is a molecular structure, C41H67Cl3F3N6O3P3SiTi in a non-equilibrium geometry from OMol25. Energies are from ωB97M-V with the def2-TZVPD basis set.

Output
M: 1024.254 g mol⁻¹
Multiplicity: 1
LUMO level: -0.68 eV
E_HOMO: -7.7 eV

Structure (XYZ):
```
128
C41H67Cl3F3N6O3P3SiTi | OMol25 | ωB97M-V with the def2-TZVPD basis set
Ti -1.104 0.601 0.301
C 3.044 -2.107 3.402
C 3.528 -2.132 1.951
C 4.939 -1.542 1.865
P 2.357 -1.173 0.842
C 2.906 -1.679 -0.880
C 3.821 -0.568 -1.426
C 3.580 -3.034 -1.109
C 0.814 -2.154 1.159
C 0.786 -3.541 1.063
C -0.336 -4.288 1.389
C -1.467 -3.647 1.857
C -1.450 -2.274 2.022
C -0.346 -1.499 1.669
N -0.337 -0.063 1.958
C -0.031 0.235 3.348
C -0.287 -0.706 4.365
C -0.022 -0.465 5.700
C 0.536 0.737 6.093
C 0.829 1.666 5.114
C 0.571 1.453 3.758
P 1.071 2.718 2.527
C 0.940 4.355 3.439
C 1.047 5.460 2.375
C -0.362 4.576 4.214
C 2.927 2.419 2.504
C 3.682 2.330 3.830
C 3.636 3.412 1.576
H 3.738 -2.666 4.037
H 2.991 -1.081 3.780
H 2.056 -2.553 3.511
H 3.553 -3.171 1.612
H 4.936 -0.488 2.166
H 5.613 -2.080 2.538
H 5.355 -1.603 0.858
H 1.976 -1.643 -1.453
H 4.809 -0.612 -0.961
H 3.959 -0.687 -2.507
H 3.411 0.427 -1.238
H 4.578 -3.056 -0.662
H 3.022 -3.882 -0.719
H 3.701 -3.194 -2.186
H 1.670 -4.071 0.738
H -0.315 -5.368 1.288
H -2.355 -4.206 2.129
H -2.297 -1.793 2.490
H -0.699 -1.667 4.122
H -0.250 -1.235 6.428
H 0.755 0.944 7.134
H 1.309 2.592 5.409
H 1.789 4.439 4.123
H 0.159 5.445 1.736
H 1.108 6.442 2.854
H 1.914 5.343 1.726
H -1.222 4.504 3.544
H -0.516 3.861 5.022
H -0.357 5.580 4.649
H 2.972 1.442 2.020
H 3.646 3.272 4.387
H 3.308 1.536 4.475
H 4.739 2.120 3.625
H 3.761 4.384 2.061
H 4.637 3.039 1.336
H 3.095 3.553 0.637
C -3.562 4.105 1.171
C -2.807 2.980 0.559
N -2.057 2.196 1.267
O -2.004 2.566 2.586
C -2.939 2.608 -0.822
C -3.736 3.364 -1.822
N -2.346 1.482 -1.098
O -2.468 1.004 -2.277
H -2.875 4.908 1.454
H -4.039 3.750 2.085
H -4.314 4.491 0.487
H -1.986 1.729 3.076
H -4.807 3.218 -1.652
H -3.493 2.990 -2.812
H -3.513 4.431 -1.771
Cl -3.859 0.132 3.109
Si -3.626 -0.265 1.006
Cl -5.278 0.816 0.257
Cl -4.479 -2.191 1.028
O -0.803 -0.690 -1.142
P -1.152 -0.984 -2.634
N -0.208 -2.368 -2.878
C -0.102 -3.484 -1.920
C -0.288 -4.752 -2.749
C 0.295 -4.338 -4.101
C -0.195 -2.901 -4.256
N -0.476 -0.060 -3.803
C 0.977 0.156 -3.811
C 1.124 1.401 -4.674
C 0.042 1.196 -5.739
C -1.120 0.529 -4.984
N -2.646 -1.546 -3.082
C -3.736 -0.874 -3.829
C -4.867 -1.894 -3.786
C -4.710 -2.496 -2.393
C -3.199 -2.658 -2.267
H -0.813 -3.388 -1.104
H 0.899 -3.500 -1.485
H -1.342 -5.014 -2.854
H 0.228 -5.605 -2.304
H -0.023 -4.968 -4.932
H 1.387 -4.362 -4.054
H -1.203 -2.884 -4.690
H 0.457 -2.315 -4.907
H 1.505 -0.690 -4.269
H 1.361 0.288 -2.802
H 2.125 1.491 -5.094
H 0.906 2.287 -4.079
H 0.409 0.527 -6.520
H -0.272 2.126 -6.211
H -1.589 -0.235 -5.608
H -1.884 1.250 -4.684
H -3.432 -0.658 -4.849
H -4.041 0.055 -3.352
H -4.733 -2.660 -4.555
H -5.834 -1.417 -3.936
H -5.226 -3.446 -2.259
H -5.083 -1.790 -1.654
H -2.895 -3.621 -2.690
H -2.859 -2.624 -1.230
F 1.422 1.924 -0.397
C 0.087 2.138 -0.602
F -0.007 2.134 -1.976
F -0.118 3.449 -0.300
```

Atom charges from the Mulliken analysis, given in e for atoms 1 to 6:
1 Ti 0.249
2 C -1.294
3 C 0.448
4 C -1.333
5 P 0.683
6 C 1.941